No. 1
Formula: C21H24BBrCo2NO6
Source: the OMol25 dataset
Level of theory: ωB97M-V/def2-TZVPD

```
56
Properties=species:S:1:pos:R:3:lowdin_spin:R:1
O 9.984 -3.837 4.388 -0.0007
C 10.200 -3.431 3.332 -0.0019
Co 10.726 -2.882 1.739 -0.0149
C 11.523 -4.446 1.975 -0.0023
O 12.014 -5.466 2.247 -0.0020
C 9.002 -2.508 1.543 -0.0024
O 7.946 -2.037 1.619 -0.0009
C 11.519 -2.855 -0.031 0.0051
C 10.882 -2.253 -1.093 -0.0041
C 10.339 -2.715 -2.354 0.0538
C 10.506 -1.762 -3.541 -0.0003
C 10.862 -2.261 -4.802 0.0054
C 11.166 -1.382 -5.850 -0.0010
C 11.147 0.014 -5.642 0.0067
C 10.711 0.520 -4.417 -0.0008
C 10.345 -0.378 -3.403 0.0059
Co 11.297 -1.097 0.178 0.1165
C 11.067 -1.015 2.028 -0.0125
O 11.159 -0.261 2.926 -0.0164
C 10.140 0.208 -0.090 -0.0018
O 9.428 1.113 -0.242 -0.0018
C 12.833 -0.192 0.053 0.0015
O 13.835 0.389 0.024 -0.0014
H 12.409 -3.484 -0.142 -0.0020
H 10.826 -3.672 -2.634 -0.0016
H 10.886 -3.339 -5.016 0.0003
H 11.445 -1.781 -6.832 -0.0002
H 11.434 0.710 -6.437 0.0004
H 10.666 1.592 -4.179 -0.0002
H 10.015 -0.010 -2.442 0.0004
C 7.130 -6.647 -3.868 0.0023
C 7.932 -5.764 -2.944 0.0171
N 7.061 -4.690 -2.223 0.0854
C 6.415 -3.764 -3.266 0.0077
C 7.432 -2.964 -4.055 0.0098
C 5.904 -5.455 -1.528 0.0453
C 5.038 -4.579 -0.657 0.0195
B 7.777 -3.941 -1.130 0.4829
Br 8.746 -5.085 0.088 0.1054
H 9.331 -3.067 -2.203 0.0378
H 7.816 -7.261 -4.469 0.0005
H 6.494 -7.353 -3.324 0.0006
H 6.533 -6.104 -4.608 0.0003
H 8.365 -6.355 -2.136 0.0001
H 8.739 -5.258 -3.490 0.0021
H 5.821 -4.415 -3.911 0.0000
H 5.697 -3.129 -2.729 0.0004
H 6.951 -2.454 -4.914 0.0007
H 7.873 -2.193 -3.415 0.0038
H 8.242 -3.584 -4.471 0.0002
H 5.335 -5.910 -2.345 0.0057
H 6.397 -6.262 -0.975 0.0020
H 4.423 -5.257 -0.057 0.0012
H 5.593 -3.969 0.053 0.0081
H 4.370 -3.947 -1.248 0.0005
H 7.430 -2.848 -0.852 0.0335
```

The HOMO-LUMO gap (alpha / beta) is 5.39 / 7.42 eV. The calculated total energy comes out at -181909.042 eV. The HOMO energy (alpha / beta) is -5.371 / -7.299 eV. As for the spin multiplicity: 2.


No. 2
Formula: C21H24BrNO4
Source: the OMol25 dataset
Level of theory: ωB97M-V/def2-TZVPD

```
51
Properties=species:S:1:pos:R:3:nbo_charge:R:1
C -0.485 1.115 -1.332 -0.7264
C -1.332 1.440 0.038 0.3794
C -2.449 2.677 -0.078 -0.7002
N -1.157 0.799 1.260 -0.5121
C -0.243 -0.401 1.069 0.1632
C 1.382 -0.159 1.224 -0.2606
C 2.448 -1.394 0.984 -0.1708
C 1.795 -2.864 0.593 -0.1309
C 0.149 -3.132 0.471 -0.0831
C -0.931 -1.879 0.716 -0.2240
C -0.360 -4.672 0.060 0.5182
O -1.391 -5.273 0.672 -0.5072
C 0.564 -5.394 -1.133 -0.1170
C -0.116 -6.266 -2.356 -0.0929
Br -2.098 -6.539 -2.415 0.1172
C 0.904 -6.883 -3.497 -0.2220
C 2.530 -6.622 -3.382 -0.2102
C 3.213 -5.757 -2.155 -0.1966
C 2.210 -5.128 -1.005 -0.0832
C 2.755 -4.196 0.272 0.5231
O 3.836 -4.526 0.983 -0.5172
H -0.901 1.771 -2.234 0.2376
H 0.646 1.402 -1.147 0.2538
H -0.525 -0.003 -1.683 0.2533
H -3.559 2.276 -0.058 0.2415
H -2.274 3.228 -1.113 0.2550
H -2.237 3.452 0.780 0.2393
H 1.775 0.916 1.470 0.2636
H 3.618 -1.292 1.066 0.2626
H -2.105 -2.043 0.640 0.2710
H 0.411 -7.474 -4.381 0.2542
H 3.262 -7.049 -4.216 0.2483
H 4.370 -5.539 -2.079 0.2618
C -0.490 2.138 5.754 -0.6333
C 0.067 2.977 4.623 -0.0575
O 0.806 2.158 3.729 -0.7316
H 0.319 1.640 6.298 0.2128
H -1.059 2.755 6.455 0.2080
H -1.145 1.350 5.366 0.2035
H 0.737 3.748 5.013 0.1737
H -0.737 3.468 4.066 0.1539
H 0.199 1.481 3.382 0.4736
C -1.976 6.523 -2.911 -0.6336
C -1.003 5.873 -1.949 -0.0623
O -0.842 4.500 -2.277 -0.7319
H -2.948 6.021 -2.874 0.2130
H -2.115 7.581 -2.670 0.2158
H -1.615 6.441 -3.942 0.1985
H -1.378 5.937 -0.924 0.1801
H -0.025 6.361 -1.991 0.1616
H -0.500 4.454 -3.186 0.4672
```

The energy relative to the best compared isomer or geometry (same formula, charge and spin) is 2046.9 kJ/mol. As for the SMILES: CC(C)=Nc1ccc2c(c1)C(=O)c1c(Br)cccc1C2=O.CCO.CCO. The HOMO-LUMO gap is 7.06 eV. The calculated total energy comes out at -101868.076 eV. The HOMO energy is -8.554 eV.


No. 3
Formula: C21H24I2N5ORhS2
Source: the OMol25 dataset
Level of theory: ωB97M-V/def2-TZVPD

```
56
Properties=species:S:1:pos:R:3:lowdin_spin:R:1
Rh -0.613 -1.838 -0.813 1.4254
C 4.190 2.152 -1.805 0.0004
C 4.085 1.160 -0.659 0.0009
N 3.406 -0.105 -1.050 0.0058
C 4.275 -1.265 -1.326 0.0144
C 4.923 -1.217 -2.699 0.0009
C 2.096 -0.110 -1.192 0.0270
S 1.353 -1.587 -1.863 0.3171
N 1.418 0.996 -0.975 0.0189
C 0.115 1.085 -0.783 0.0076
O -0.694 0.137 -0.486 0.0593
C -0.496 2.427 -0.851 0.0034
C 0.306 3.566 -0.872 0.0014
C -0.278 4.818 -0.953 0.0003
C -1.660 4.934 -1.020 0.0010
C -2.464 3.800 -1.004 0.0001
C -1.885 2.547 -0.914 0.0013
H 4.683 3.057 -1.449 0.0001
H 3.205 2.425 -2.180 0.0001
H 4.780 1.753 -2.628 0.0000
H 3.545 1.586 0.183 0.0003
H 5.071 0.865 -0.307 0.0002
H 3.687 -2.173 -1.206 0.0090
H 5.028 -1.273 -0.539 0.0012
H 4.173 -1.148 -3.488 0.0004
H 5.506 -2.123 -2.859 0.0001
H 5.599 -0.368 -2.793 0.0002
H 1.382 3.463 -0.819 0.0002
H 0.341 5.705 -0.965 0.0000
H -2.114 5.914 -1.089 0.0000
H -3.539 3.898 -1.069 0.0000
H -2.497 1.656 -0.910 0.0005
C -5.824 -1.347 -0.047 0.0031
N -4.795 -1.338 1.003 0.0139
C -5.042 -1.188 2.355 0.0065
C -3.864 -1.257 2.981 0.0085
N -2.873 -1.448 2.004 0.0122
C -3.485 -1.513 0.788 0.0150
S -2.937 -1.839 -0.803 0.1490
C -1.483 -1.561 2.359 0.0109
C -1.108 -1.207 3.649 0.0046
C 0.207 -1.371 4.033 -0.0013
C 1.119 -1.883 3.124 0.0028
C 0.668 -2.168 1.859 0.0078
N -0.611 -2.004 1.463 0.1062
H -6.781 -1.155 0.428 0.0001
H -5.842 -2.317 -0.538 0.0011
H -5.611 -0.569 -0.776 0.0010
H -6.035 -1.054 2.746 0.0003
H -3.654 -1.221 4.031 0.0006
H -1.812 -0.793 4.349 0.0009
H 0.511 -1.100 5.035 -0.0001
H 2.157 -2.039 3.383 0.0005
H 1.347 -2.549 1.108 0.0022
I -0.553 -4.457 -1.386 0.4948
I -0.626 -7.358 -1.766 1.2621
```

The energy relative to the best compared isomer or geometry (same formula, charge and spin) is 138.5 kJ/mol. The HOMO-LUMO gap (alpha / beta) is 7.25 / 4.34 eV. The calculated total energy comes out at -72529.796 eV. The HOMO energy (alpha / beta) is -13.818 / -13.813 eV. As for the spin multiplicity: 5. The total charge is +2.


Copy entry 1 word for word.
Formula: C21H24BBrCo2NO6
Source: the OMol25 dataset
Level of theory: ωB97M-V/def2-TZVPD

```
56
Properties=species:S:1:pos:R:3:lowdin_spin:R:1
O 9.984 -3.837 4.388 -0.0007
C 10.200 -3.431 3.332 -0.0019
Co 10.726 -2.882 1.739 -0.0149
C 11.523 -4.446 1.975 -0.0023
O 12.014 -5.466 2.247 -0.0020
C 9.002 -2.508 1.543 -0.0024
O 7.946 -2.037 1.619 -0.0009
C 11.519 -2.855 -0.031 0.0051
C 10.882 -2.253 -1.093 -0.0041
C 10.339 -2.715 -2.354 0.0538
C 10.506 -1.762 -3.541 -0.0003
C 10.862 -2.261 -4.802 0.0054
C 11.166 -1.382 -5.850 -0.0010
C 11.147 0.014 -5.642 0.0067
C 10.711 0.520 -4.417 -0.0008
C 10.345 -0.378 -3.403 0.0059
Co 11.297 -1.097 0.178 0.1165
C 11.067 -1.015 2.028 -0.0125
O 11.159 -0.261 2.926 -0.0164
C 10.140 0.208 -0.090 -0.0018
O 9.428 1.113 -0.242 -0.0018
C 12.833 -0.192 0.053 0.0015
O 13.835 0.389 0.024 -0.0014
H 12.409 -3.484 -0.142 -0.0020
H 10.826 -3.672 -2.634 -0.0016
H 10.886 -3.339 -5.016 0.0003
H 11.445 -1.781 -6.832 -0.0002
H 11.434 0.710 -6.437 0.0004
H 10.666 1.592 -4.179 -0.0002
H 10.015 -0.010 -2.442 0.0004
C 7.130 -6.647 -3.868 0.0023
C 7.932 -5.764 -2.944 0.0171
N 7.061 -4.690 -2.223 0.0854
C 6.415 -3.764 -3.266 0.0077
C 7.432 -2.964 -4.055 0.0098
C 5.904 -5.455 -1.528 0.0453
C 5.038 -4.579 -0.657 0.0195
B 7.777 -3.941 -1.130 0.4829
Br 8.746 -5.085 0.088 0.1054
H 9.331 -3.067 -2.203 0.0378
H 7.816 -7.261 -4.469 0.0005
H 6.494 -7.353 -3.324 0.0006
H 6.533 -6.104 -4.608 0.0003
H 8.365 -6.355 -2.136 0.0001
H 8.739 -5.258 -3.490 0.0021
H 5.821 -4.415 -3.911 0.0000
H 5.697 -3.129 -2.729 0.0004
H 6.951 -2.454 -4.914 0.0007
H 7.873 -2.193 -3.415 0.0038
H 8.242 -3.584 -4.471 0.0002
H 5.335 -5.910 -2.345 0.0057
H 6.397 -6.262 -0.975 0.0020
H 4.423 -5.257 -0.057 0.0012
H 5.593 -3.969 0.053 0.0081
H 4.370 -3.947 -1.248 0.0005
H 7.430 -2.848 -0.852 0.0335
```

The HOMO-LUMO gap (alpha / beta) is 5.39 / 7.42 eV. The calculated total energy comes out at -181909.042 eV. The HOMO energy (alpha / beta) is -5.371 / -7.299 eV. As for the spin multiplicity: 2.


Copy entry 1 word for word.
Formula: C21H24BBrCo2NO6
Source: the OMol25 dataset
Level of theory: ωB97M-V/def2-TZVPD

```
56
Properties=species:S:1:pos:R:3:lowdin_spin:R:1
O 9.984 -3.837 4.388 -0.0007
C 10.200 -3.431 3.332 -0.0019
Co 10.726 -2.882 1.739 -0.0149
C 11.523 -4.446 1.975 -0.0023
O 12.014 -5.466 2.247 -0.0020
C 9.002 -2.508 1.543 -0.0024
O 7.946 -2.037 1.619 -0.0009
C 11.519 -2.855 -0.031 0.0051
C 10.882 -2.253 -1.093 -0.0041
C 10.339 -2.715 -2.354 0.0538
C 10.506 -1.762 -3.541 -0.0003
C 10.862 -2.261 -4.802 0.0054
C 11.166 -1.382 -5.850 -0.0010
C 11.147 0.014 -5.642 0.0067
C 10.711 0.520 -4.417 -0.0008
C 10.345 -0.378 -3.403 0.0059
Co 11.297 -1.097 0.178 0.1165
C 11.067 -1.015 2.028 -0.0125
O 11.159 -0.261 2.926 -0.0164
C 10.140 0.208 -0.090 -0.0018
O 9.428 1.113 -0.242 -0.0018
C 12.833 -0.192 0.053 0.0015
O 13.835 0.389 0.024 -0.0014
H 12.409 -3.484 -0.142 -0.0020
H 10.826 -3.672 -2.634 -0.0016
H 10.886 -3.339 -5.016 0.0003
H 11.445 -1.781 -6.832 -0.0002
H 11.434 0.710 -6.437 0.0004
H 10.666 1.592 -4.179 -0.0002
H 10.015 -0.010 -2.442 0.0004
C 7.130 -6.647 -3.868 0.0023
C 7.932 -5.764 -2.944 0.0171
N 7.061 -4.690 -2.223 0.0854
C 6.415 -3.764 -3.266 0.0077
C 7.432 -2.964 -4.055 0.0098
C 5.904 -5.455 -1.528 0.0453
C 5.038 -4.579 -0.657 0.0195
B 7.777 -3.941 -1.130 0.4829
Br 8.746 -5.085 0.088 0.1054
H 9.331 -3.067 -2.203 0.0378
H 7.816 -7.261 -4.469 0.0005
H 6.494 -7.353 -3.324 0.0006
H 6.533 -6.104 -4.608 0.0003
H 8.365 -6.355 -2.136 0.0001
H 8.739 -5.258 -3.490 0.0021
H 5.821 -4.415 -3.911 0.0000
H 5.697 -3.129 -2.729 0.0004
H 6.951 -2.454 -4.914 0.0007
H 7.873 -2.193 -3.415 0.0038
H 8.242 -3.584 -4.471 0.0002
H 5.335 -5.910 -2.345 0.0057
H 6.397 -6.262 -0.975 0.0020
H 4.423 -5.257 -0.057 0.0012
H 5.593 -3.969 0.053 0.0081
H 4.370 -3.947 -1.248 0.0005
H 7.430 -2.848 -0.852 0.0335
```

The HOMO-LUMO gap (alpha / beta) is 5.39 / 7.42 eV. The calculated total energy comes out at -181909.042 eV. The HOMO energy (alpha / beta) is -5.371 / -7.299 eV. As for the spin multiplicity: 2.


What did the third record say?
Formula: C21H24I2N5ORhS2
Source: the OMol25 dataset
Level of theory: ωB97M-V/def2-TZVPD

```
56
Properties=species:S:1:pos:R:3:lowdin_spin:R:1
Rh -0.613 -1.838 -0.813 1.4254
C 4.190 2.152 -1.805 0.0004
C 4.085 1.160 -0.659 0.0009
N 3.406 -0.105 -1.050 0.0058
C 4.275 -1.265 -1.326 0.0144
C 4.923 -1.217 -2.699 0.0009
C 2.096 -0.110 -1.192 0.0270
S 1.353 -1.587 -1.863 0.3171
N 1.418 0.996 -0.975 0.0189
C 0.115 1.085 -0.783 0.0076
O -0.694 0.137 -0.486 0.0593
C -0.496 2.427 -0.851 0.0034
C 0.306 3.566 -0.872 0.0014
C -0.278 4.818 -0.953 0.0003
C -1.660 4.934 -1.020 0.0010
C -2.464 3.800 -1.004 0.0001
C -1.885 2.547 -0.914 0.0013
H 4.683 3.057 -1.449 0.0001
H 3.205 2.425 -2.180 0.0001
H 4.780 1.753 -2.628 0.0000
H 3.545 1.586 0.183 0.0003
H 5.071 0.865 -0.307 0.0002
H 3.687 -2.173 -1.206 0.0090
H 5.028 -1.273 -0.539 0.0012
H 4.173 -1.148 -3.488 0.0004
H 5.506 -2.123 -2.859 0.0001
H 5.599 -0.368 -2.793 0.0002
H 1.382 3.463 -0.819 0.0002
H 0.341 5.705 -0.965 0.0000
H -2.114 5.914 -1.089 0.0000
H -3.539 3.898 -1.069 0.0000
H -2.497 1.656 -0.910 0.0005
C -5.824 -1.347 -0.047 0.0031
N -4.795 -1.338 1.003 0.0139
C -5.042 -1.188 2.355 0.0065
C -3.864 -1.257 2.981 0.0085
N -2.873 -1.448 2.004 0.0122
C -3.485 -1.513 0.788 0.0150
S -2.937 -1.839 -0.803 0.1490
C -1.483 -1.561 2.359 0.0109
C -1.108 -1.207 3.649 0.0046
C 0.207 -1.371 4.033 -0.0013
C 1.119 -1.883 3.124 0.0028
C 0.668 -2.168 1.859 0.0078
N -0.611 -2.004 1.463 0.1062
H -6.781 -1.155 0.428 0.0001
H -5.842 -2.317 -0.538 0.0011
H -5.611 -0.569 -0.776 0.0010
H -6.035 -1.054 2.746 0.0003
H -3.654 -1.221 4.031 0.0006
H -1.812 -0.793 4.349 0.0009
H 0.511 -1.100 5.035 -0.0001
H 2.157 -2.039 3.383 0.0005
H 1.347 -2.549 1.108 0.0022
I -0.553 -4.457 -1.386 0.4948
I -0.626 -7.358 -1.766 1.2621
```

The energy relative to the best compared isomer or geometry (same formula, charge and spin) is 138.5 kJ/mol. The HOMO-LUMO gap (alpha / beta) is 7.25 / 4.34 eV. The calculated total energy comes out at -72529.796 eV. The HOMO energy (alpha / beta) is -13.818 / -13.813 eV. As for the spin multiplicity: 5. The total charge is +2.